{"formula": "C10H22Cl2N2O10", "method": "ωB97M-V/def2-TZVPD", "species": ["Cl", "Cl", "O", "O", "O", "O", "O", "O", "O", "O", "O", "O", "N", "N", "C", "C", "C", "C", "C", "C", "C", "C", "C", "C", "H", "H", "H", "H", "H", "H", "H", "H", "H", "H", "H", "H", "H", "H", "H", "H", "H", "H", "H", "H", "H", "H"], "xyz": [[-7.5842, -13.6346, -10.6186], [-10.1866, -14.8695, -9.0685], [-17.2567, -16.9350, -6.1266], [-14.9925, -17.0243, -6.5418], [-16.3340, -17.6457, -9.6863], [-9.6075, -16.3664, -6.4998], [-15.6739, -16.1314, -4.6462], [-11.5796, -17.9191, -10.1147], [-11.0821, -18.5540, -8.1796], [-15.2583, -15.9136, -10.4997], [-12.4948, -19.7760, -9.3836], [-8.0379, -17.4383, -5.5372], [-16.1574, -16.4733, -9.9389], [-8.7344, -16.4540, -5.6844], [-11.1494, -19.4435, -7.0892], [-16.5391, -15.8794, -3.5688], [-12.3296, -17.9047, -11.3210], [-17.0931, -15.5053, -9.3259], [-9.1797, -13.6370, -11.3937], [-13.6122, -17.3121, -6.1337], [-8.6872, -15.4123, -4.5847], [-10.1171, -14.7659, -10.8718], [-11.7494, -18.8096, -9.2408], [-16.0860, -16.7253, -5.7460], [-9.0370, -13.6513, -12.4742], [-11.1634, -14.6968, -11.1690], [-10.9623, -18.7702, -6.2527], [-17.0315, -14.9099, -3.4933], [-8.5257, -14.4228, -5.0123], [-13.0043, -16.4514, -5.8548], [-15.9901, -15.8167, -2.6292], [-9.5667, -12.6286, -11.2468], [-13.3842, -17.8485, -11.0511], [-12.0552, -20.0252, -6.9185], [-9.7773, -15.7666, -11.1387], [-10.2791, -20.0994, -7.0669], [-9.6600, -15.5432, -4.1106], [-13.0724, -17.7425, -6.9772], [-17.2831, -16.6666, -3.4471], [-18.0008, -15.7226, -9.8891], [-12.0979, -17.0198, -11.9137], [-13.5141, -18.1034, -5.3905], [-12.2121, -18.8006, -11.9307], [-17.1461, -15.7765, -8.2715], [-7.8725, -15.7282, -3.9330], [-16.6806, -14.5032, -9.4429]], "forces_ev_per_angstrom": [[0.13, -0.22, -0.09], [0.03, 0.37, -0.36], [3.71, 0.75, 1.38], [-0.68, -0.26, 0.21], [0.54, 0.11, -0.98], [-0.52, 0.57, -0.82], [0.60, 0.39, 0.53], [1.63, 3.37, -2.51], [1.23, 0.74, 1.44], [1.83, -0.84, -1.57], [0.55, 0.48, 0.19], [0.56, 0.14, -0.10], [-0.72, 0.84, 2.27], [-0.20, -0.62, 1.36], [1.00, 0.09, 1.46], [-1.04, -0.08, 1.68], [-1.32, -0.43, -0.06], [-0.51, -0.42, 0.16], [-0.89, 0.13, 0.09], [-0.08, -0.16, 0.00], [0.41, -0.61, -0.37], [0.52, -0.05, 0.44], [-3.24, -4.20, -0.32], [-1.16, -0.90, -2.17], [0.06, -0.69, 0.02], [0.23, 0.47, -0.32], [-0.27, -0.13, 0.27], [-0.16, 0.14, -1.30], [-0.23, -0.19, 0.02], [-0.60, 0.32, 0.25], [0.73, -0.62, -0.28], [-0.34, -0.23, 0.51], [-0.05, 0.01, -0.08], [-0.12, 0.32, -0.66], [0.23, 0.25, -0.29], [-0.10, -0.22, -0.46], [0.15, 0.41, 0.07], [-0.75, 0.27, -0.47], [-0.02, 0.06, -0.27], [-0.36, 0.57, 0.52], [0.42, -0.05, 0.40], [-0.61, 0.26, 0.40], [0.36, -0.07, 0.24], [-0.43, -0.08, -0.14], [-0.19, 0.25, -0.04], [-0.31, -0.26, -0.25]], "mulliken_charge": [-0.186, -0.118, -0.606, -0.155, -0.494, -0.401, -0.328, -0.237, -0.157, -0.562, -0.648, -0.533, 0.964, 0.798, -0.788, -0.722, -0.539, -0.576, -0.459, -0.494, -0.705, -0.340, 0.824, 0.683, 0.345, 0.287, 0.214, 0.288, 0.257, 0.335, 0.284, 0.291, 0.176, 0.387, 0.178, 0.297, 0.276, 0.009, 0.309, 0.302, 0.180, 0.363, 0.326, 0.070, 0.306, 0.300], "total_energy_ev": -59219.530, "smiles": "C[N+](=O)[O-].C[N+](=O)[O-].COC(=O)OC.COC(=O)OC.ClCCCl", "multiplicity": 1, "e_above_lowest_kcal_mol": 39.6, "homo_energy_ev": -10.092, "lumo_energy_ev": 0.18}